Record 1
The following is a quantum chemistry calculation of a molecular structure, C24H64B2F8FeO24S8, from the Open Molecules 2025 dataset.

Last column: Mulliken spin population.
Cartesian coordinates (Å):
Fe 10.3721 -2.2141 -33.0435  3.70
B 10.8304 -3.2976 -30.7542  -0.02
F 10.9635 -3.8545 -31.9925  0.04
F 10.4028 -2.0360 -30.9148  0.05
F 9.8929 -3.9841 -30.0806  0.00
F 12.0269 -3.2301 -30.1489  -0.01
B 7.8752 -2.7670 -33.9187  0.01
F 8.4165 -2.5381 -32.6665  0.02
F 6.9500 -3.8334 -33.8023  0.00
F 7.2766 -1.6591 -34.4865  0.00
F 8.9263 -3.0821 -34.7640  0.01
O 9.5066 -0.1966 -32.6719  0.09
S 8.7807 0.9297 -32.1119  0.02
O 8.5004 1.0586 -30.6757  0.00
O 9.5235 2.3867 -32.4544  0.00
C 9.9484 2.6857 -33.7961  0.00
C 11.3963 2.1859 -34.0869  0.00
C 7.1169 1.1223 -32.8513  0.00
H 9.9034 3.7600 -33.9753  0.00
H 9.1721 2.3693 -34.4927  0.00
H 12.0812 2.7101 -33.4204  0.00
H 11.7439 2.5047 -35.0695  0.00
H 11.5591 1.1086 -34.0526  0.00
H 6.5510 0.1972 -32.7419  0.00
H 7.2967 1.1581 -33.9257  0.00
H 6.7227 2.0958 -32.5599  0.00
O 14.6128 -8.6552 -26.8638  0.00
S 13.6347 -7.9858 -26.0166  0.00
O 13.8902 -7.7678 -24.5445  0.00
O 13.2253 -6.5440 -26.7124  0.00
C 12.4550 -5.6162 -25.9866  0.00
C 12.1293 -4.4387 -26.8339  0.00
C 11.9168 -8.7982 -26.2808  0.00
H 12.9493 -5.3129 -25.0637  0.00
H 11.5124 -6.0878 -25.7088  0.00
H 13.0727 -3.9778 -27.1266  0.00
H 11.5261 -3.7773 -26.2121  0.00
H 11.5925 -4.8011 -27.7106  0.00
H 11.2153 -8.3474 -25.5788  0.00
H 12.0022 -9.8685 -26.0929  0.00
H 11.5923 -8.6837 -27.3150  0.00
O 11.3934 -3.6078 -34.4127  0.04
S 12.0002 -4.2334 -35.6061  0.01
O 11.2532 -4.2548 -36.8691  0.00
O 13.5212 -3.5659 -35.8483  0.00
C 14.1542 -3.9024 -37.1029  0.00
C 15.3594 -4.7150 -36.8188  0.00
C 12.4095 -6.0481 -35.2119  0.00
H 14.5039 -2.9427 -37.4833  0.00
H 13.5513 -4.2269 -37.9510  0.00
H 15.6292 -5.2885 -37.7056  0.00
H 15.3552 -5.2641 -35.8772  0.00
H 16.1915 -4.0632 -36.5527  0.00
H 13.0663 -6.4338 -35.9917  0.00
H 11.4475 -6.5548 -35.2876  0.00
H 12.8764 -6.1028 -34.2285  0.00
O 9.0873 -6.5269 -26.0882  0.00
S 8.2773 -7.2377 -27.0932  0.00
O 8.4750 -8.6715 -27.1828  0.00
O 6.7021 -6.9018 -26.7886  0.00
C 5.7178 -7.6489 -27.3930  0.00
C 4.3000 -7.1824 -26.9267  0.00
C 8.4525 -6.4537 -28.7617  0.00
H 5.7988 -8.6535 -26.9779  0.00
H 5.7614 -7.7763 -28.4747  0.00
H 4.0840 -6.9960 -25.8747  0.00
H 3.4568 -7.8190 -27.1945  0.00
H 4.0295 -6.2493 -27.4208  0.00
H 8.2692 -5.3909 -28.6034  0.00
H 7.5999 -6.6873 -29.3993  0.00
H 9.4107 -6.6609 -29.2381  0.00
O 6.5511 0.8556 -26.4299  0.00
S 7.3185 -0.3343 -26.9272  0.00
O 7.6566 -1.4749 -26.0798  0.00
O 6.6140 -1.0533 -28.3020  0.00
C 7.3628 -2.1757 -28.8211  0.00
C 6.3740 -3.2635 -29.2024  0.00
C 8.8459 0.3622 -27.7182  0.00
H 8.0518 -2.5629 -28.0704  0.00
H 7.8357 -1.9480 -29.7765  0.00
H 5.7098 -2.8255 -29.9475  0.00
H 5.7696 -3.4836 -28.3225  0.00
H 6.7376 -4.1428 -29.7341  0.00
H 9.3507 -0.3759 -28.3415  0.00
H 9.5140 0.6861 -26.9202  0.00
H 8.4758 1.2696 -28.1954  0.00
O 13.1716 -0.2583 -30.9692  0.00
S 13.4761 -1.0167 -32.1499  0.02
O 12.4188 -1.6182 -32.9271  0.01
O 14.3480 -0.0436 -33.1752  0.00
C 14.4347 -0.3224 -34.5323  0.00
C 14.8735 0.9955 -35.1078  0.00
C 14.8148 -2.2382 -31.8091  0.00
H 13.4305 -0.5529 -34.8880  0.00
H 15.1467 -1.1295 -34.7049  0.00
H 14.2927 1.8531 -34.7681  0.00
H 14.8200 0.9243 -36.1942  0.00
H 15.8579 1.3899 -34.8559  0.00
H 14.3941 -2.9830 -31.1336  0.00
H 15.6281 -1.6388 -31.4000  0.00
H 15.1776 -2.6845 -32.7350  0.00
O 7.3601 -9.3117 -30.1494  0.00
S 7.0821 -9.6633 -31.5408  0.00
O 5.6949 -9.8599 -31.9671  0.00
O 7.6620 -8.4755 -32.4631  0.00
C 8.9818 -8.0130 -32.1880  0.00
C 9.1542 -6.6180 -32.8821  0.00
C 8.0973 -11.1652 -31.9569  0.00
H 9.6822 -8.6594 -32.7168  0.00
H 9.1432 -8.0261 -31.1101  0.00
H 10.1597 -6.2503 -32.6776  0.00
H 8.4240 -5.8174 -32.7639  0.00
H 9.1832 -6.7825 -33.9592  0.00
H 7.5352 -12.0461 -31.6470  0.00
H 9.0040 -11.1430 -31.3523  0.00
H 8.3155 -11.1716 -33.0248  0.00
O 15.4299 -4.9314 -29.9443  0.00
S 14.7058 -5.9033 -30.7854  0.00
O 14.3871 -5.5774 -32.1792  0.00
O 15.6138 -7.2426 -30.7533  0.00
C 16.6850 -7.3605 -29.8120  0.00
C 17.3061 -8.7166 -29.9295  0.00
C 13.3254 -6.6887 -29.9720  0.00
H 16.3103 -7.1697 -28.8064  0.00
H 17.4779 -6.6336 -29.9885  0.00
H 18.0533 -8.9648 -29.1758  0.00
H 18.0316 -8.7303 -30.7429  0.00
H 16.5200 -9.4620 -30.0502  0.00
H 12.6102 -5.9175 -29.6858  0.00
H 13.7146 -7.1278 -29.0534  0.00
H 12.8208 -7.3123 -30.7100  0.00

Calculated values
HOMO energy (alpha / beta)   -10.536 / -10.308 eV
Gap between HOMO and LUMO (alpha / beta)   0.3796 / 0.3688 hartree
<S²>   6.005
Max |F|   4.4 eV/A
Multiplicity   5


Record 2
The following is a quantum chemistry calculation of a molecular structure, C24H65B2N3NaO2Sn, from the Open Molecules 2025 dataset.

Last column: Löwdin charge in e.
Cartesian coordinates (Å):
Na -0.7416 0.5226 2.0461  0.19
Sn -1.6915 -3.3070 3.2168  1.71
B -0.8316 -1.7169 0.9438  -0.54
H -0.0387 -1.8407 1.7898  -0.02
H -0.9789 -2.7064 0.3024  -0.02
H -1.8259 -1.4142 1.4353  -0.06
H -0.4987 -0.8562 0.2755  0.00
B -1.4527 -0.5928 4.2735  -0.49
H -1.7985 -1.1428 5.2872  0.00
H -2.2012 -0.7480 3.4002  -0.07
H -1.3427 0.5523 4.4429  0.01
H -0.4488 -1.0653 3.9234  -0.05
C -4.1226 1.8344 2.6047  -0.07
C -3.6813 1.4561 1.2009  -0.24
N -2.4377 2.1207 0.7649  -0.18
C -2.5403 3.5881 0.8648  -0.25
C -3.6497 4.2401 0.0605  -0.06
C -2.1304 1.6802 -0.6069  -0.24
C -0.7278 2.1020 -1.0507  -0.06
H -3.3278 1.6767 3.3360  0.06
H -4.9890 1.2387 2.8951  0.09
H -4.4478 2.8712 2.7077  0.08
H -3.4367 0.3880 1.2375  0.10
H -4.5195 1.5881 0.5068  0.12
H -2.6561 3.8476 1.9175  0.09
H -1.5539 3.9973 0.6377  0.10
H -3.5644 4.0361 -1.0099  0.07
H -4.6338 3.8729 0.3546  0.07
H -3.6556 5.3274 0.1271  0.08
H -2.8664 2.0348 -1.3347  0.12
H -2.1177 0.5880 -0.5922  0.09
H -0.6276 3.1814 -1.1289  0.08
H -0.5342 1.6443 -2.0241  0.07
H 0.0276 1.6675 -0.3899  0.05
C 2.9482 1.4497 -2.0764  -0.09
C 2.6034 0.5474 -3.2514  -0.26
N 3.2221 -0.7657 -3.1787  -0.19
C 3.0439 -1.4617 -4.4447  -0.26
C 3.8711 -2.7378 -4.5583  -0.09
C 2.9179 -1.5346 -1.9736  -0.22
C 1.4491 -1.9216 -1.8169  -0.08
H 3.9980 1.3484 -1.7996  0.09
H 2.3419 1.2168 -1.1972  0.03
H 2.7123 2.4919 -2.2975  0.08
H 1.5023 0.5077 -3.3371  0.09
H 2.9728 1.0137 -4.1657  0.12
H 3.3382 -0.8120 -5.2674  0.12
H 1.9840 -1.7486 -4.5600  0.10
H 3.8545 -3.0843 -5.5922  0.07
H 3.5206 -3.5058 -3.8687  0.06
H 4.9331 -2.5829 -4.3525  0.08
H 3.5673 -2.4089 -2.0245  0.11
H 3.2517 -0.9261 -1.1329  0.10
H 0.7856 -1.0604 -1.7063  0.06
H 1.0455 -2.6079 -2.5592  0.06
H 1.3756 -2.3935 -0.8299  0.07
C 2.8101 0.5303 1.5552  -0.07
C 2.2785 1.2057 2.8308  -0.25
N 1.2005 2.1696 2.6017  -0.19
C 1.5785 3.2300 1.6568  -0.24
C 2.6299 4.2072 2.1847  -0.06
C 0.7482 2.6773 3.9078  -0.25
C -0.5284 3.4953 3.8073  -0.06
H 1.9643 0.3181 0.8980  0.06
H 3.3166 -0.3961 1.8196  0.08
H 3.5348 1.1921 1.0822  0.07
H 1.8723 0.3729 3.4171  0.11
H 3.1200 1.6116 3.4073  0.12
H 1.9996 2.7983 0.7461  0.09
H 0.6650 3.7147 1.3070  0.10
H 2.8775 4.9655 1.4379  0.08
H 2.2461 4.8194 3.0016  0.07
H 3.5408 3.6607 2.4199  0.08
H 1.5471 3.2099 4.4340  0.12
H 0.5015 1.7969 4.5059  0.10
H -0.8823 3.7020 4.8183  0.09
H -1.3366 2.9208 3.3508  0.04
H -0.3763 4.4088 3.2346  0.08
C 0.0060 -7.1953 0.5725  -0.01
C -0.5674 -5.8345 0.3035  -0.47
O -1.3983 -5.3263 1.0447  -0.07
C -0.1245 -5.1594 -0.9510  -0.01
H 1.0966 -7.1410 0.5763  0.10
H -0.3330 -7.8835 -0.2013  0.10
H -0.2636 -7.5511 1.5653  0.09
H 0.9478 -5.2072 -1.1519  0.10
H -0.4277 -4.1198 -0.9490  0.03
H -0.5445 -5.7016 -1.8055  0.11
C -1.2628 -0.8912 -4.3484  -0.01
C -2.4638 -1.4049 -3.5851  -0.48
O -3.5801 -1.2302 -4.0110  0.08
C -2.1957 -2.1817 -2.3236  -0.01
H -1.5694 -0.6433 -5.3631  0.09
H -0.4990 -1.6631 -4.4677  0.07
H -0.8241 -0.0197 -3.8601  0.06
H -1.2332 -2.6828 -2.3329  0.04
H -2.9544 -2.9385 -2.1086  0.10
H -2.3121 -1.5261 -1.4516  0.07

Calculated values
HOMO energy   -10.141 eV
Charge   +1
Gap between HOMO and LUMO   0.1595 hartree
Max |F|   3.4 eV/A


Computed energy relative to the best compared isomer or geometry (same formula, charge and spin) (kcal/mol) in order:
77.05 0.00